Density functional theory data (ωB97M-V/def2-TZVPD) for a structure of composition C22H26N6O9SV.

Computed properties:
E_LUMO (spin up / spin down) in eV: -0.34 / -0.65
Multiplicity: 4
Max |F| in eV/Å: 0.45
HOMO (spin up / spin down) in eV: -8.47 / -8.68
HOMO-LUMO gap (spin up / spin down) in eV: 8.12 / 8.03

XYZ file:
```
65
C22H26N6O9SV | the OMol25 dataset | ωB97M-V/def2-TZVPD
V -0.654 0.442 0.794
S 1.600 0.395 -0.091
O -1.685 1.378 -0.724
O -5.337 5.916 0.220
O 0.550 4.019 3.307
O -1.089 -1.372 0.092
O 0.280 6.074 2.716
O -0.005 -0.261 2.458
O -0.463 2.295 1.467
O -2.744 0.737 1.100
O -4.143 7.314 1.342
N -3.084 -2.134 -0.593
N 2.200 0.402 2.576
N -0.030 4.896 2.705
N 3.802 -0.354 1.172
N -4.341 6.221 0.851
N -2.636 1.649 0.163
C 5.054 0.529 -0.773
C 1.490 1.991 6.388
C -1.212 4.523 1.924
C 0.186 2.039 6.860
C -3.525 3.931 0.480
C 4.479 -1.892 2.987
C -2.341 -2.611 1.696
C -2.175 5.496 1.734
C 0.728 0.882 4.395
C 2.554 0.096 1.304
C 4.382 -0.676 -0.131
C 1.761 1.417 5.158
C -0.848 1.507 6.101
C -2.925 -1.530 -1.911
C 1.000 0.318 3.050
C 4.677 -0.534 2.332
C -2.152 -2.002 0.337
C -0.578 0.929 4.872
C -1.341 3.225 1.388
C -3.319 5.196 1.028
C -4.313 -2.885 -0.394
C -2.553 2.997 0.666
H 5.104 -1.478 0.032
H -3.177 -2.136 2.212
H 4.653 -2.702 2.277
H 4.475 0.266 3.041
H 5.701 -0.423 1.974
H -3.020 -2.306 -2.672
H -1.375 0.528 4.262
H 5.843 0.927 -0.132
H 5.172 -2.014 3.821
H -4.248 -3.867 -0.868
H -4.428 3.712 -0.071
H 3.462 -1.979 3.370
H -2.028 6.485 2.141
H 5.500 0.245 -1.726
H -4.532 -3.010 0.660
H -2.534 -3.681 1.627
H 2.769 1.395 4.769
H -1.956 -1.051 -1.981
H -1.867 1.552 6.463
H -5.132 -2.332 -0.851
H 3.595 -1.062 -0.775
H -3.701 -0.780 -2.061
H -1.434 -2.433 2.266
H -0.026 2.496 7.818
H 4.323 1.316 -0.954
H 2.295 2.415 6.974
```

***

Density functional theory data (ωB97M-V/def2-TZVPD) for a cluster of 2 separate species, C14H16 in total at a distorted geometry.

Computed properties:
E_LUMO (spin up / spin down) in eV: -4.33 / -8.08
Multiplicity: 2
Max |F| in eV/Å: 1.24
HOMO (spin up / spin down) in eV: -11.65 / -11.64
HOMO-LUMO gap (spin up / spin down) in eV: 7.32 / 3.56
Charge: +1

XYZ file:
```
30
C14H16 | the OMol25 dataset | ωB97M-V/def2-TZVPD
C -1.262 -1.122 -0.365
C 1.526 1.113 -0.784
C 2.229 0.053 -1.377
C 3.513 -0.170 -0.908
C -2.124 -0.064 -0.268
C -2.924 0.082 0.886
C 4.066 0.656 0.062
C 3.383 1.702 0.647
C -3.886 1.186 0.998
C 2.067 1.903 0.217
C 1.538 -0.800 -2.398
C -1.972 -1.914 1.864
C -1.098 -1.971 0.759
C -2.903 -0.925 1.918
H 0.773 -0.287 -2.961
H -4.902 0.865 0.702
H 3.806 2.331 1.416
H 0.466 1.264 -0.960
H -1.851 -2.629 2.663
H 1.115 -1.692 -1.935
H 2.247 -1.149 -3.124
H -0.840 -1.359 -1.328
H -3.968 1.505 2.037
H -2.121 0.641 -1.091
H 5.097 0.468 0.329
H -3.749 1.985 0.286
H 1.515 2.799 0.483
H -0.303 -2.709 0.801
H -3.571 -0.818 2.763
H 4.136 -0.941 -1.332
```

***

Density functional theory data (ωB97M-V/def2-TZVPD) for a cluster of 2 separate species, C4H12 in total at a distorted geometry.

Computed properties:
E_LUMO (spin up / spin down) in eV: -3.17 / -11.38
Multiplicity: 2
Max |F| in eV/Å: 4.46
HOMO (spin up / spin down) in eV: -16.19 / -15.19
HOMO-LUMO gap (spin up / spin down) in eV: 13.02 / 3.81
Charge: +1

XYZ file:
```
16
C4H12 | the OMol25 dataset | ωB97M-V/def2-TZVPD
C -1.393 1.659 -0.234
C 1.664 -0.516 0.498
C 1.796 -1.634 -0.602
C -2.128 0.415 0.316
H -0.325 1.573 -0.406
H -1.416 -0.348 0.875
H 2.798 -1.955 -0.679
H -1.796 2.041 -1.162
H 0.876 0.212 0.244
H -2.602 -0.107 -0.469
H 1.061 -2.429 -0.177
H 1.902 -0.703 1.556
H 2.613 0.204 0.326
H 1.448 -1.193 -1.535
H -1.602 2.534 0.361
H -2.589 0.619 1.198
```

***

Density functional theory data (ωB97M-V/def2-TZVPD) for a cluster of 4 separate species, C16H9ClF9IN3O12S in total at a distorted geometry.

Computed properties:
E_LUMO in eV: -6.61
Multiplicity: 1
Max |F| in eV/Å: 3.45
HOMO in eV: -12.41
HOMO-LUMO gap in eV: 5.80
Charge: +1

XYZ file:
```
52
C16H9ClF9IN3O12S | the OMol25 dataset | ωB97M-V/def2-TZVPD
I -1.276 -0.601 2.288
Cl -2.235 0.050 5.432
S 2.182 0.048 2.114
F 4.688 -2.364 1.833
F 1.285 -2.395 1.537
F 4.368 2.575 -1.288
F 3.748 -1.403 0.097
F 0.732 1.498 -8.208
F -6.164 -3.721 3.455
F 3.316 -3.430 0.625
F 2.563 -2.204 3.277
F -0.325 0.999 7.253
O -1.484 1.135 -8.438
O 1.455 0.576 1.005
O 3.509 0.567 2.125
O 1.984 2.958 -5.007
O -3.828 -0.977 0.869
O -3.526 0.273 -8.006
O 3.331 1.123 4.687
O -1.923 0.233 -6.426
O -6.044 -1.239 1.080
O 3.207 3.186 -3.123
O 2.108 1.268 -3.527
O -4.667 -2.384 2.420
N 4.453 0.475 6.797
N 1.458 1.076 5.969
N 0.214 0.797 6.044
C -6.862 -2.140 1.841
C 3.951 0.961 5.863
C 3.164 2.473 -1.901
C 3.598 -2.224 1.119
C -5.963 -2.465 3.004
C -4.764 -1.486 1.404
C 2.004 0.850 4.820
C -0.599 0.354 5.130
C 2.370 -1.807 2.007
C 1.318 0.357 3.679
C 2.893 1.062 -2.352
C -2.423 0.520 -7.659
C -0.457 1.567 -7.562
C -0.040 0.103 3.830
C 2.394 2.515 -3.991
C -0.531 0.559 -6.449
H -0.208 0.967 -5.494
H -7.095 -3.018 1.237
H 2.391 2.898 -1.257
H -0.646 2.596 -7.250
H -7.791 -1.665 2.145
H 2.346 0.482 -1.611
H 0.049 -0.341 -6.663
H -6.032 -1.765 3.838
H 3.808 0.527 -2.614
```

***

Density functional theory data (ωB97M-V/def2-TZVPD) for a structure of composition C36H32FP2Tb at a distorted geometry.

Computed properties:
E_LUMO (spin up / spin down) in eV: -6.87 / -6.41
Multiplicity: 7
Max |F| in eV/Å: 2.19
HOMO (spin up / spin down) in eV: -14.09 / -14.06
HOMO-LUMO gap (spin up / spin down) in eV: 7.22 / 7.65
Charge: +2

XYZ file:
```
72
C36H32FP2Tb | the OMol25 dataset | ωB97M-V/def2-TZVPD
Tb -0.308 0.341 2.756
P 0.004 -1.673 0.805
P 0.017 1.693 0.530
F 1.473 -0.039 3.564
C 3.948 1.481 -0.619
C 3.217 -4.129 -0.193
C -1.605 -1.646 -1.524
C -2.325 2.255 -2.785
C 0.379 4.141 3.902
C -1.287 -2.883 1.306
C 3.568 -3.296 2.051
C 2.001 -3.435 -0.252
C 1.623 2.042 -0.229
C 0.464 -0.776 -3.181
C 2.354 -2.613 1.992
C -0.242 3.052 1.819
C 0.722 -1.085 -1.845
C -1.211 -4.200 0.834
C 1.563 -2.653 0.832
C -2.233 -5.114 1.109
C -3.319 -4.709 1.900
C 4.107 2.673 -1.342
C 2.722 1.178 -0.031
C -1.441 5.025 2.570
C -3.371 -3.404 2.404
C -1.421 1.842 -0.575
C -1.857 -1.353 -2.864
C 3.035 3.566 -1.468
C -0.611 5.098 3.694
C -3.789 1.516 -1.003
C -2.711 1.497 -0.119
C -1.235 2.203 -1.915
C -2.365 -2.477 2.112
C 0.566 3.090 2.991
C 4.005 -4.062 0.962
C -0.311 -1.512 -0.995
C -0.823 -0.935 -3.706
C -1.239 4.020 1.624
C 1.793 3.257 -0.901
C -3.606 1.915 -2.333
H 1.398 -3.500 -1.159
H -4.790 1.239 -0.657
H 1.274 -0.439 -3.833
H 4.182 -3.247 2.952
H 1.409 2.389 3.137
H 1.736 -1.007 -1.462
H 4.945 -4.617 1.015
H 5.068 2.904 -1.806
H -0.731 5.931 4.391
H -0.231 2.429 -2.268
H 0.648 0.153 -6.308
H -4.121 -5.419 2.110
H -2.172 2.560 -3.822
H -2.869 -1.463 -3.264
H -4.219 -3.104 3.023
H 3.540 -4.727 -1.047
H -2.221 5.771 2.411
H 2.035 -2.018 2.849
H -1.003 -0.764 -4.769
H 2.616 0.285 0.591
H 4.789 0.789 -0.519
H 0.954 3.952 -0.966
H -2.411 -1.993 -0.882
H -1.851 3.965 0.722
H 3.156 4.506 -2.008
H -2.179 -6.126 0.706
H -0.092 0.189 -6.435
H -4.460 1.980 -3.013
H -0.345 -4.504 0.243
H 1.031 4.220 4.775
H -2.450 -1.442 2.491
H -2.886 1.216 0.924
```

***

Density functional theory data (ωB97M-V/def2-TZVPD) for a structure of composition C2H2N2O at a distorted geometry.

Computed properties:
E_LUMO (spin up / spin down) in eV: -2.35 / -2.36
Multiplicity: 1
Max |F| in eV/Å: 5.39
HOMO (spin up / spin down) in eV: -9.56 / -9.53
HOMO-LUMO gap (spin up / spin down) in eV: 7.22 / 7.18

XYZ file:
```
7
C2H2N2O | the OMol25 dataset | ωB97M-V/def2-TZVPD
O 0.725 2.007 0.200
N 0.861 -2.044 -0.187
N 0.719 -0.859 0.142
C -0.281 1.339 0.078
C -0.278 -0.097 0.302
H -1.273 1.769 -0.109
H -0.472 -2.116 -0.425
```

***

Density functional theory data (ωB97M-V/def2-TZVPD) for an isolated molecule of C4H11NO2 at a distorted geometry.

Computed properties:
E_LUMO in eV: 0.84
Multiplicity: 1
SMILES: C[C@@H](CO)NCO
Max |F| in eV/Å: 3.91
HOMO in eV: -9.26
HOMO-LUMO gap in eV: 10.11

XYZ file:
```
18
C4H11NO2 | the OMol25 dataset | ωB97M-V/def2-TZVPD
O -1.242 -2.283 1.278
O 1.257 2.136 0.221
N 0.703 0.007 -1.086
C 1.634 1.073 -0.796
C -0.078 -0.464 0.129
C -1.093 0.571 0.514
C -0.688 -1.784 0.035
H -0.662 1.571 0.514
H 0.713 -0.656 0.876
H 1.795 1.795 -1.602
H 2.532 0.698 -0.420
H 1.961 2.702 0.525
H -0.029 -2.682 -0.100
H -1.700 0.277 1.427
H -2.105 -1.874 1.528
H -1.393 -1.795 -0.814
H 0.193 0.027 -1.901
H -1.798 0.682 -0.329
```

***

Question: Number 3 is which compound?
Answer: C4H12

***

Question: Among the records above, which one has the highest max |F|?
Answer: C2H2N2O

***

Copy entry 3 word for word.
Density functional theory data (ωB97M-V/def2-TZVPD) for a cluster of 2 separate species, C4H12 in total at a distorted geometry.

Computed properties:
E_LUMO (spin up / spin down) in eV: -3.17 / -11.38
Multiplicity: 2
Max |F| in eV/Å: 4.46
HOMO (spin up / spin down) in eV: -16.19 / -15.19
HOMO-LUMO gap (spin up / spin down) in eV: 13.02 / 3.81
Charge: +1

XYZ file:
```
16
C4H12 | the OMol25 dataset | ωB97M-V/def2-TZVPD
C -1.393 1.659 -0.234
C 1.664 -0.516 0.498
C 1.796 -1.634 -0.602
C -2.128 0.415 0.316
H -0.325 1.573 -0.406
H -1.416 -0.348 0.875
H 2.798 -1.955 -0.679
H -1.796 2.041 -1.162
H 0.876 0.212 0.244
H -2.602 -0.107 -0.469
H 1.061 -2.429 -0.177
H 1.902 -0.703 1.556
H 2.613 0.204 0.326
H 1.448 -1.193 -1.535
H -1.602 2.534 0.361
H -2.589 0.619 1.198
```